# 1
The following is a DFT calculation (the ωB97M-V functional and the def2-TZVPD basis) of 11 unconnected molecules or ions with the total composition C36H83IO14.

Geometry as XYZ:
```
134
Properties=species:S:1:pos:R:3:mulliken_charge:R:1
C -0.2879 5.1431 -0.0621 -0.308
C -0.0156 5.8221 1.3829 -0.797
C 1.3836 5.1866 1.8958 -0.340
C 2.5638 6.0174 1.1810 -0.680
C 3.7089 4.9850 0.7522 -0.822
C 3.2894 4.1510 -0.5398 0.759
C 4.5039 3.4631 -1.3072 -0.379
C 5.5405 2.6800 -0.3737 -0.717
C 5.2790 1.1078 -0.6132 -0.657
C 3.8758 0.7212 0.0759 0.736
C 3.5730 -0.8372 -0.1889 -0.655
C 2.4187 -1.1197 -1.2516 -1.069
C 0.9670 -0.7037 -0.7937 0.155
C 0.2395 -1.2323 0.2789 0.674
C 0.8513 -2.3352 1.2239 -0.677
I -0.5608 -4.0408 1.1030 0.070
C 0.7894 -1.8255 2.7387 -0.182
C 2.2271 -1.6799 3.4399 -0.980
C -1.2370 -0.6711 0.4961 1.237
O -1.8469 -0.7391 1.5739 -0.644
C -2.0426 -0.0199 -0.7213 -0.044
O -3.4433 0.0010 -0.7852 -0.547
C -4.0239 0.9257 0.1811 -0.266
C -5.1472 0.1267 1.0275 -0.300
C -6.1488 1.0843 1.8495 -1.061
C -1.2956 0.5380 -1.7783 0.396
C -2.0760 1.2119 -2.9781 -1.011
O -2.0642 2.6467 -2.7315 -0.214
C -3.3730 3.2161 -2.9230 -0.535
C 0.2677 0.4438 -1.6608 0.052
O 0.9447 1.3124 -2.2317 -0.683
H 0.2108 5.7641 -0.8784 0.215
H 0.0990 4.0670 -0.0859 -0.154
H -1.4057 5.0842 -0.2751 0.250
H 0.1189 6.9310 1.2061 0.325
H -0.8745 5.5838 2.0819 0.348
H 1.5189 5.2815 3.0161 0.375
H 1.4079 4.0787 1.6485 0.153
H 3.0151 6.7963 1.8659 0.304
H 2.1355 6.4855 0.2443 0.325
H 4.7236 5.4833 0.5973 0.368
H 3.8633 4.2304 1.5959 0.256
H 2.7963 4.8868 -1.2678 -0.032
H 2.4650 3.4309 -0.2317 -0.579
H 5.0482 4.2960 -1.8702 0.424
H 4.1371 2.7189 -2.0967 0.137
H 6.5985 2.9726 -0.6521 0.375
H 5.4112 2.8713 0.7382 0.350
H 6.1611 0.5354 -0.1822 0.452
H 5.2903 0.9392 -1.7336 0.006
H 4.0670 0.8150 1.2003 0.250
H 3.0142 1.3629 -0.2765 -0.862
H 4.5366 -1.2636 -0.6439 0.392
H 3.4342 -1.3757 0.7951 0.236
H 2.4193 -2.2443 -1.4513 0.475
H 2.6773 -0.5950 -2.2348 0.025
H 1.8473 -2.7476 0.8980 0.520
H 0.1975 -2.5727 3.3450 0.255
H 0.2830 -0.8112 2.8632 0.201
H 2.6482 -2.6661 3.8123 0.277
H 2.9772 -1.0987 2.8086 0.172
H 2.0475 -1.0212 4.3606 0.374
H -4.5759 1.7232 -0.4213 0.257
H -3.2456 1.4108 0.8636 0.390
H -5.8131 -0.5203 0.3580 0.367
H -4.6455 -0.6122 1.7443 0.106
H -6.7510 1.7562 1.1550 0.229
H -5.6494 1.6811 2.6724 0.308
H -6.9067 0.4051 2.3751 0.325
H -1.4845 0.9994 -3.9227 0.336
H -3.1216 0.8029 -3.1325 0.414
H -3.4554 3.5047 -4.0284 0.279
H -4.2293 2.5410 -2.6042 0.125
H -3.5066 4.1953 -2.3496 0.169
C -4.2844 -4.6721 3.5956 -0.468
O -4.3631 -3.2869 3.2820 -0.364
H -5.1385 -4.9444 4.2143 0.121
H -4.3044 -5.2582 2.6733 0.264
H -3.3608 -4.8710 4.1462 0.237
H -3.5958 -3.0754 2.7349 0.188
C 4.1543 4.5215 -5.4539 -0.192
O 4.3841 4.9872 -4.1297 -0.452
H 5.1152 4.3328 -5.9315 -0.141
H 3.5773 3.5930 -5.4229 0.191
H 3.6106 5.2807 -6.0226 0.312
H 3.5210 5.1456 -3.7301 0.249
C -8.0957 -6.4287 5.2088 -0.485
O -7.6134 -6.1816 3.8950 -0.487
H -7.4389 -7.1509 5.6927 0.194
H -8.0963 -5.4993 5.7844 0.191
H -9.1085 -6.8373 5.1611 0.300
H -8.2088 -5.5417 3.4889 0.292
C -6.5174 -1.8154 6.3035 -0.499
O -5.7785 -1.0200 5.3906 -0.479
H -7.1700 -1.1656 6.8864 0.266
H -7.1258 -2.5403 5.7552 0.181
H -5.8336 -2.3384 6.9777 0.240
H -5.2091 -1.6188 4.8872 0.272
C -7.1199 1.1816 -1.7710 -0.542
O -7.2645 2.4823 -1.2153 -0.498
H -6.3772 0.6377 -1.1894 0.087
H -8.0759 0.6536 -1.7259 0.342
H -6.7859 1.2630 -2.8091 0.301
H -7.9248 2.9466 -1.7419 0.285
C 6.9605 -0.3602 -3.9598 -0.427
O 6.7886 0.9384 -3.4096 -0.438
H 7.6929 -0.9057 -3.3645 0.255
H 6.0071 -0.8871 -3.9360 0.100
H 7.3193 -0.2810 -4.9895 0.284
H 6.1367 1.3954 -3.9548 0.232
C -2.4620 -7.0722 6.5281 -0.533
O -3.7743 -7.5039 6.2001 -0.476
H -2.5222 -6.1025 7.0213 0.214
H -1.9931 -7.7920 7.2040 0.295
H -1.8682 -6.9773 5.6150 0.216
H -3.6911 -8.3602 5.7662 0.286
C -0.5261 -7.8561 -0.1676 -0.412
O 0.5527 -7.6042 -1.0557 -0.508
H -0.6381 -8.9333 -0.0471 0.260
H -0.3155 -7.4032 0.8049 0.137
H -1.4488 -7.4409 -0.5821 0.221
H 0.6302 -6.6471 -1.1448 0.295
C 7.9405 3.7872 -7.0413 -0.537
O 6.6387 3.3266 -7.3811 -0.498
H 7.8516 4.7511 -6.5409 0.245
H 8.4217 3.0738 -6.3675 0.227
H 8.5399 3.9050 -7.9476 0.289
H 6.7437 2.4756 -7.8209 0.281
C 3.9554 -2.9878 -3.9369 -0.265
O 4.0355 -1.8866 -4.8296 -0.530
H 4.7820 -3.6691 -4.1362 0.316
H 4.0229 -2.6294 -2.9070 -0.076
H 3.0096 -3.5141 -4.0900 0.315
H 3.2933 -1.3036 -4.6308 0.287
```

Summary:
Kohn-Sham gap   8.3093 eV
HOMO energy   -9.55 eV
E   -2772.1144 Eh
SMILES   CCCCCCCCCCCCC1=C([C@H](I)CC)C(=O)C(OCCC)=C(COC)C1=O.CO.CO.CO.CO.CO.CO.CO.CO.CO.CO
Charge   0
LUMO   -0.0455 Ha

# 2
The following is a DFT calculation (the ωB97M-V functional and the def2-TZVPD basis) of a molecular structure, C15H56F2NO19S2Y.

Geometry as XYZ:
```
96
Properties=species:S:1:pos:R:3:mulliken_charge:R:1
Y 2.3385 1.3146 2.3981 1.499
O 4.3615 1.3590 0.9776 -0.565
C 4.8867 2.6710 1.2292 -0.387
C 4.8989 3.1464 2.7320 -0.310
O 3.7167 2.9041 3.4746 -0.750
H 4.2537 3.3786 0.6671 0.047
H 5.8725 2.8289 0.7808 0.375
H 5.1843 4.1996 2.8686 0.339
H 5.7762 2.7123 3.2367 0.274
N 1.0034 0.6301 0.7771 0.305
S -0.0669 -0.4562 0.4963 0.754
O 0.3582 -1.5283 -0.3401 0.167
O -1.4499 -0.0849 0.5108 -0.409
F 0.0590 -1.1546 1.9786 -0.638
S 0.7778 1.2764 -0.7891 0.636
O -0.4167 2.0386 -1.0362 -0.684
O 1.4180 0.6272 -1.8810 -0.584
F 1.8117 2.4656 -0.4453 -0.153
C -2.2309 -1.2741 -3.5313 -0.882
O -1.9715 -0.9104 -2.1917 -0.160
H -3.2946 -1.1071 -3.7425 0.284
H -1.6502 -0.6046 -4.1635 0.223
H -1.9999 -2.3250 -3.7321 0.329
H -2.5182 -1.3848 -1.5435 0.242
C 2.2511 1.3956 -5.4025 -0.055
O 1.2983 0.9181 -6.3443 -0.523
H 2.4119 2.4768 -5.4338 0.282
H 1.9295 1.1522 -4.3848 -0.212
H 3.1714 0.8570 -5.6165 0.271
H 0.4391 1.2776 -6.1017 0.293
C -4.2971 -2.3202 2.9531 -0.829
O -3.0391 -2.0307 2.3505 -0.157
H -4.9492 -1.4452 3.0217 0.293
H -4.7819 -3.0988 2.3650 0.318
H -4.1811 -2.7244 3.9649 0.331
H -2.6268 -1.3862 2.9549 0.113
C 1.7557 -4.3672 1.1721 -0.464
O 3.0176 -4.5451 0.5846 -0.569
H 0.8840 -4.4817 0.5102 0.328
H 1.5127 -5.0969 1.9556 0.369
H 1.6255 -3.3788 1.6121 0.038
H 3.0185 -5.4346 0.2191 0.305
C -0.5556 -4.3699 3.6656 -0.231
O 0.2888 -5.3814 4.1856 -0.537
H -0.6880 -4.4813 2.5937 -0.024
H -1.5098 -4.2977 4.1937 0.347
H -0.1581 -3.3538 3.7802 0.178
H 0.4476 -5.1746 5.1106 0.300
C -3.9204 2.6582 1.0109 -0.270
O -4.7050 2.8839 2.1922 -0.548
H -3.0565 2.0250 1.2334 -0.041
H -4.4676 2.2064 0.1898 0.256
H -3.5561 3.6460 0.7153 0.332
H -4.2590 3.5733 2.6871 0.296
C -2.6364 -3.8995 -0.4453 -0.376
O -3.2373 -2.6113 -0.3456 -0.584
H -3.3095 -4.7135 -0.1595 0.311
H -2.2119 -4.0797 -1.4279 0.275
H -1.8663 -3.9377 0.3332 -0.065
H -3.2225 -2.3408 0.5881 0.355
C 3.7979 -1.6590 -1.1849 -0.364
O 3.9199 -1.9432 0.1966 -0.517
H 4.1749 -2.4900 -1.7929 0.396
H 2.7423 -1.5472 -1.4392 -0.052
H 4.3808 -0.7755 -1.4320 0.238
H 3.5634 -2.8302 0.3874 0.246
C 1.0151 -2.5784 -3.7209 -0.352
O 0.4587 -3.2704 -2.6129 -0.580
H 1.2762 -1.5374 -3.5246 -0.056
H 1.8753 -3.1157 -4.1197 0.337
H 0.2690 -2.5986 -4.5260 0.285
H -0.0856 -2.6333 -2.1325 0.141
C -2.6145 0.6757 4.4019 -0.360
O -1.6884 -0.3892 4.1794 -0.538
H -2.2923 1.6514 4.0363 0.080
H -3.5688 0.4079 3.9512 0.154
H -2.8426 0.8124 5.4638 0.347
H -0.8041 -0.0127 4.2132 0.247
C -3.4388 2.2361 -2.9824 -0.448
O -2.0730 2.3570 -3.2903 -0.488
H -3.5893 1.3237 -2.3889 0.003
H -3.8624 3.0754 -2.4230 0.248
H -4.0571 2.0550 -3.8615 0.339
H -1.5552 2.2217 -2.4853 0.471
C -0.3379 3.4307 1.9966 -0.456
O 1.0683 3.2487 2.2320 -0.313
H -0.7683 4.2832 2.5247 0.490
H -0.5153 3.5717 0.9303 0.335
H -0.9051 2.5602 2.3262 -0.149
H 1.4793 4.0962 2.0028 0.260
C 3.1713 5.2688 -2.4575 -0.302
O 2.3557 6.2143 -1.7722 -0.532
H 4.1511 5.6524 -2.7251 0.308
H 3.2855 4.3883 -1.8195 0.038
H 2.6407 4.9066 -3.3411 0.189
H 1.4383 6.1024 -2.0227 0.298
```

Summary:
Kohn-Sham gap   6.3303 eV
HOMO energy   -8.57 eV
E   -3123.5664 Eh
Charge   0
LUMO   -0.0824 Ha